i) Density functional theory data (ωB97M-V/def2-TZVPD) for C56H112O14 as an isolated structure.

Cartesian coordinates (Å):
C -3.301 -0.371 -4.304
C -2.207 -1.043 -3.583
C -1.758 -0.037 -2.575
O -2.310 1.237 -2.993
C -3.517 0.974 -3.615
H -4.182 -1.012 -4.339
H -2.956 -0.071 -5.294
H -1.481 -1.323 -4.346
H -2.502 -1.966 -3.085
H -0.673 -0.031 -2.669
H -2.111 -0.342 -1.590
H -3.705 1.713 -4.394
H -4.351 1.097 -2.924
C -0.032 0.371 -1.067
C 0.495 0.738 0.305
C 1.066 -0.600 0.750
O 0.098 -1.489 0.282
C -0.738 -0.973 -0.742
H 0.759 0.218 -1.802
H -0.756 1.130 -1.362
H -0.298 0.961 1.018
H 1.220 1.550 0.266
H 1.290 -0.677 1.814
H 1.951 -0.959 0.226
H -1.770 -0.842 -0.416
H -0.843 -1.505 -1.688
C -3.137 2.362 3.404
C -2.168 2.240 2.250
C -1.161 1.236 2.819
O -1.050 1.665 4.164
C -2.224 2.327 4.630
H -3.966 1.657 3.340
H -3.549 3.365 3.295
H -1.820 3.259 2.083
H -2.753 1.891 1.399
H -0.198 1.220 2.308
H -1.594 0.238 2.744
H -1.963 3.367 4.823
H -2.763 1.800 5.418
C 2.446 -3.541 -3.350
C 1.725 -2.339 -3.943
C 0.649 -1.982 -2.972
O 0.660 -2.972 -1.922
C 1.371 -4.134 -2.498
H 3.258 -3.215 -2.700
H 2.911 -4.264 -4.021
H 1.237 -2.832 -4.783
H 2.316 -1.518 -4.349
H -0.346 -2.050 -3.412
H 0.617 -0.939 -2.658
H 0.665 -4.856 -2.909
H 1.878 -4.719 -1.730
C 1.934 -0.601 4.325
C 3.147 -0.337 3.646
C 2.756 0.265 2.241
O 1.468 0.734 2.434
C 0.847 0.028 3.534
H 1.947 -0.063 5.273
H 1.869 -1.674 4.501
H 3.801 -1.202 3.535
H 3.767 0.371 4.195
H 2.860 -0.556 1.532
H 3.534 0.953 1.908
H 0.292 -0.804 3.101
H 0.209 0.654 4.158
C -3.041 4.550 -0.517
C -2.963 3.330 0.302
C -1.454 2.910 -0.052
O -0.772 4.130 -0.536
C -1.671 5.259 -0.314
H -3.826 5.222 -0.168
H -3.332 4.248 -1.524
H -3.578 2.497 -0.040
H -3.145 3.550 1.354
H -1.496 2.148 -0.829
H -0.960 2.362 0.751
H -1.476 6.181 -0.862
H -1.583 5.616 0.712
C -1.212 -1.031 2.039
C -1.579 -1.153 3.511
C -2.301 -2.563 3.619
O -1.592 -3.283 2.566
C -1.196 -2.472 1.507
H -0.263 -0.547 1.810
H -1.920 -0.450 1.448
H -2.347 -0.422 3.761
H -0.768 -0.996 4.222
H -3.385 -2.559 3.502
H -2.108 -3.117 4.537
H -1.901 -2.536 0.678
H -0.271 -2.873 1.092
C -2.282 3.296 -3.014
C -1.032 2.522 -3.207
C -0.087 3.573 -3.810
O -0.768 4.800 -3.938
C -1.843 4.809 -3.007
H -2.882 2.983 -2.159
H -2.886 3.163 -3.911
H -1.149 1.609 -3.790
H -0.755 2.024 -2.278
H 0.223 3.323 -4.824
H 0.714 3.692 -3.081
H -2.614 5.471 -3.401
H -1.406 5.236 -2.105
C 4.464 -1.604 -0.841
C 5.344 -1.145 -1.994
C 4.834 0.291 -2.223
O 3.403 0.065 -2.309
C 3.110 -0.956 -1.330
H 4.876 -1.161 0.065
H 4.384 -2.666 -0.609
H 5.174 -1.750 -2.884
H 6.409 -1.260 -1.794
H 5.068 0.761 -3.178
H 5.106 0.956 -1.403
H 2.445 -1.748 -1.673
H 2.731 -0.509 -0.411
C 1.416 -3.010 0.826
C 1.903 -4.440 0.855
C 3.313 -4.356 1.407
O 3.737 -3.147 0.993
C 2.740 -2.417 0.441
H 1.110 -2.657 1.811
H 0.605 -2.902 0.105
H 1.855 -4.960 -0.102
H 1.279 -5.033 1.523
H 4.073 -5.074 1.098
H 3.282 -4.276 2.493
H 2.982 -2.331 -0.619
H 2.724 -1.396 0.820
C -0.189 -4.490 -1.138
C -0.736 -5.295 0.044
C -1.947 -4.588 0.558
O -2.240 -3.589 -0.423
C -0.960 -3.167 -1.042
H -0.508 -5.007 -2.043
H 0.890 -4.342 -1.187
H -0.004 -5.258 0.851
H -0.930 -6.340 -0.199
H -1.774 -3.950 1.424
H -2.795 -5.271 0.601
H -0.582 -2.504 -0.265
H -1.149 -2.604 -1.956
C 2.827 2.738 -0.260
C 3.433 1.340 -0.283
C 4.779 1.473 0.439
O 4.902 2.839 0.805
C 3.603 3.410 0.880
H 1.738 2.767 -0.206
H 2.860 3.318 -1.183
H 3.629 1.112 -1.331
H 2.909 0.473 0.120
H 5.570 1.141 -0.234
H 4.765 0.841 1.327
H 3.553 4.471 0.635
H 3.237 3.219 1.889
C -4.845 -2.494 -0.207
C -4.857 -1.046 0.015
C -3.484 -0.502 -0.471
O -2.826 -1.646 -0.990
C -3.789 -2.705 -1.270
H -5.798 -2.825 -0.620
H -4.514 -3.004 0.698
H -5.124 -0.629 0.986
H -5.616 -0.633 -0.649
H -2.931 -0.122 0.389
H -3.607 0.178 -1.314
H -3.457 -3.717 -1.041
H -4.046 -2.533 -2.315
C 1.218 3.942 1.303
C 0.197 3.138 2.014
C 0.786 3.076 3.414
O 1.485 4.329 3.612
C 1.383 5.033 2.391
H 0.808 4.361 0.384
H 2.095 3.336 1.075
H 0.084 2.093 1.723
H -0.798 3.582 2.045
H 1.438 2.202 3.387
H 0.063 3.052 4.229
H 2.369 5.492 2.322
H 0.567 5.745 2.267

Summary:
- LUMO energy: 0.4 eV


ii) Density functional theory data (ωB97M-V/def2-TZVPD) for a 14-piece molecular cluster, C56H112O14 overall.

Cartesian coordinates (Å):
C 11.574 11.734 7.668
C 12.505 12.101 8.791
C 11.923 11.413 9.956
O 10.475 11.354 9.772
C 10.190 11.799 8.378
H 11.905 10.819 7.256
H 11.612 12.482 6.867
H 12.557 13.184 9.034
H 13.456 11.706 8.596
H 12.252 11.868 10.913
H 12.209 10.355 10.024
H 9.938 12.864 8.457
H 9.410 11.191 8.027
C 11.288 19.424 15.406
C 11.421 20.031 16.812
C 12.632 19.334 17.339
O 12.849 18.146 16.607
C 11.931 18.036 15.575
H 11.652 20.120 14.668
H 10.243 19.440 15.190
H 10.544 19.808 17.401
H 11.569 21.123 16.762
H 12.625 19.177 18.407
H 13.528 19.999 17.232
H 11.161 17.252 15.826
H 12.392 17.649 14.690
C 15.186 20.476 12.938
C 15.919 21.364 11.899
C 14.678 21.959 11.067
O 13.701 20.951 11.189
C 13.748 20.531 12.557
H 15.278 20.812 13.965
H 15.568 19.459 12.896
H 16.524 20.720 11.218
H 16.565 22.246 12.220
H 14.859 22.139 10.031
H 14.362 22.855 11.586
H 13.235 19.542 12.475
H 13.251 21.260 13.262
C 18.730 17.279 17.074
C 17.238 17.292 17.483
C 16.693 18.403 16.546
O 17.507 18.276 15.340
C 18.811 18.055 15.766
H 19.103 16.254 16.962
H 19.425 17.732 17.894
H 17.046 17.476 18.527
H 16.686 16.408 17.298
H 16.971 19.384 17.048
H 15.680 18.448 16.242
H 19.320 18.967 15.894
H 19.358 17.453 15.071
C 12.097 14.370 17.694
C 11.741 15.705 18.525
C 10.241 15.930 18.317
O 9.797 14.884 17.377
C 10.710 13.827 17.312
H 12.600 13.596 18.270
H 12.677 14.639 16.812
H 12.366 16.534 18.160
H 11.995 15.509 19.578
H 9.981 16.834 17.756
H 9.652 15.767 19.202
H 10.665 13.495 16.328
H 10.418 12.989 18.040
C 15.945 12.152 18.739
C 16.348 10.620 18.861
C 16.991 10.360 17.466
O 16.423 11.295 16.593
C 16.301 12.524 17.299
H 16.483 12.687 19.473
H 14.865 12.248 18.958
H 15.512 9.902 18.995
H 17.063 10.427 19.699
H 16.686 9.354 17.057
H 18.118 10.383 17.511
H 15.614 13.174 16.756
H 17.225 13.096 17.317
C 18.050 13.517 8.564
C 18.581 12.819 9.824
C 18.711 11.342 9.418
O 17.561 11.229 8.669
C 17.422 12.366 7.817
H 18.833 14.031 7.950
H 17.245 14.247 8.933
H 17.927 12.873 10.665
H 19.563 13.263 10.087
H 18.560 10.746 10.290
H 19.664 11.161 8.918
H 16.439 12.510 7.335
H 18.111 12.161 6.957
C 15.927 10.300 11.670
C 17.127 10.501 12.657
C 16.730 9.581 13.831
O 15.944 8.541 13.265
C 15.191 9.048 12.179
H 16.452 10.105 10.715
H 15.266 11.126 11.438
H 17.177 11.541 12.952
H 18.037 10.109 12.107
H 16.145 10.088 14.632
H 17.541 9.068 14.319
H 14.136 9.201 12.501
H 15.234 8.297 11.446
C 11.047 12.006 14.016
C 12.040 11.336 15.099
C 11.926 9.771 14.869
O 11.356 9.680 13.541
C 10.430 10.729 13.397
H 11.703 12.521 13.272
H 10.332 12.685 14.526
H 11.769 11.723 16.106
H 13.071 11.499 14.873
H 11.429 9.297 15.657
H 12.949 9.339 14.838
H 9.502 10.443 13.867
H 10.267 10.846 12.356
C 13.040 17.331 10.398
C 13.267 16.329 9.184
C 14.741 16.379 8.958
O 15.312 16.481 10.257
C 14.440 17.225 11.096
H 12.256 17.049 10.978
H 12.785 18.310 9.984
H 12.736 16.823 8.354
H 12.879 15.339 9.498
H 14.997 17.318 8.351
H 15.171 15.478 8.493
H 14.821 18.214 11.303
H 14.286 16.687 12.095
C 9.145 15.841 11.276
C 9.977 14.834 12.009
C 10.835 14.044 10.929
O 10.352 14.589 9.645
C 9.158 15.437 9.811
H 9.538 16.898 11.412
H 8.151 15.857 11.742
H 9.343 14.151 12.480
H 10.552 15.303 12.860
H 10.601 13.002 10.976
H 11.892 14.330 11.041
H 8.303 14.792 9.467
H 9.355 16.342 9.184
C 18.132 17.489 11.981
C 18.824 18.392 10.988
C 19.419 17.340 9.966
O 19.430 16.075 10.637
C 18.195 16.097 11.330
H 17.132 17.867 12.275
H 18.850 17.460 12.844
H 19.590 18.979 11.503
H 18.199 19.193 10.553
H 20.393 17.520 9.506
H 18.687 17.167 9.148
H 18.235 15.300 12.108
H 17.348 15.914 10.712
C 14.618 15.407 14.765
C 15.620 14.805 13.840
C 14.926 13.984 12.811
O 13.558 14.199 12.988
C 13.285 14.682 14.362
H 14.613 16.447 14.541
H 14.888 15.257 15.812
H 16.363 14.218 14.334
H 16.201 15.612 13.381
H 15.206 12.938 12.932
H 15.183 14.312 11.794
H 12.952 13.889 14.964
H 12.436 15.354 14.261
C 20.631 12.383 14.156
C 19.754 13.517 13.546
C 19.386 14.402 14.719
O 19.860 13.753 15.897
C 20.110 12.394 15.571
H 21.663 12.683 14.078
H 20.450 11.395 13.694
H 18.861 13.100 13.098
H 20.269 14.112 12.784
H 18.309 14.439 14.860
H 19.852 15.428 14.746
H 19.256 11.698 15.744
H 20.859 12.003 16.234

Summary:
- LUMO energy: 0.5 eV


Relative energies, unit hartree: i) 2.3845; ii) 0.0000


i) Density functional theory data (ωB97M-V/def2-TZVPD) for a single CH2N2P2 molecule.

Cartesian coordinates (Å):
C -1.817 -0.159 0.057
N -2.684 -0.906 0.026
N 0.690 0.029 -0.433
P 2.229 -0.009 -0.127
P -0.519 1.063 0.053
H 2.510 -1.067 -1.037
H -0.410 1.050 1.461

Summary:
- SMILES: [H]/P=N/PC#N
- LUMO energy: -1.3 eV


ii) Density functional theory data (ωB97M-V/def2-TZVPD) for a single CH2N2P2 molecule.

Cartesian coordinates (Å):
C 3.080 1.518 1.399
N 2.996 1.736 2.523
N 1.364 1.119 -0.589
P 2.872 1.437 -0.486
P -0.008 0.711 0.313
H 0.038 1.331 1.526
H -0.812 1.735 -0.181

Summary:
- SMILES: N#C/P=N\P
- LUMO energy: -1.4 eV


Relative energies, unit hartree: i) 0.0037; ii) 0.0000


i) Density functional theory data (ωB97M-V/def2-TZVPD) for a single C5H4N2O molecule.

Cartesian coordinates (Å):
C 1.324 0.100 0.116
C 0.527 -0.943 -0.624
C -0.836 -1.197 -0.174
C -1.440 -0.195 0.677
C 0.766 1.436 -0.427
H 1.149 -1.702 -0.964
H -1.400 -1.911 -0.578
H -2.163 -0.578 1.638
H 1.389 2.063 -1.132
N -1.165 1.137 0.621
N -0.403 1.824 -0.207
O 2.250 -0.032 1.055

Summary:
- SMILES: O=c1cccnnc1
- LUMO energy: -0.9 eV


ii) Density functional theory data (ωB97M-V/def2-TZVPD) for a single C5H4N2O molecule.

Cartesian coordinates (Å):
C -1.392 0.353 1.356
C -0.528 0.206 0.332
C -0.835 -0.444 -0.892
C 1.516 -0.219 -1.462
C 0.971 0.373 0.700
H -1.016 0.618 2.331
H -2.469 0.091 1.409
H -1.816 -0.847 -1.193
H 1.233 0.669 1.695
N 0.146 -0.756 -1.740
N 1.877 0.264 -0.186
O 2.313 -0.310 -2.351

Summary:
- SMILES: C=C1C=NC(=O)N=C1
- LUMO energy: -1.3 eV


iii) Density functional theory data (ωB97M-V/def2-TZVPD) for a single C5H4N2O molecule.

Cartesian coordinates (Å):
C 1.246 -0.094 -0.055
C 0.674 1.172 0.242
C -1.650 0.752 -0.072
C -1.813 -0.602 -0.185
C 0.393 -1.183 0.288
H 1.329 2.054 0.435
H -2.695 1.281 -0.139
H -2.900 -1.031 -0.110
H 0.853 -2.061 0.545
N -0.554 1.595 0.008
N -0.830 -1.480 0.019
O 2.500 -0.164 -0.278

Summary:
- SMILES: O=c1cnccnc1
- LUMO energy: -1.1 eV


Relative energies, unit hartree: i) 0.1147; ii) 0.0000; iii) 0.0538


i) Density functional theory data (ωB97M-V/def2-TZVPD) for a single CH3N5O2 molecule.

Cartesian coordinates (Å):
C 0.475 -0.024 -0.392
H -0.771 -0.021 1.441
H -0.459 -1.757 1.960
H 1.593 2.539 0.441
N -0.984 -1.090 1.248
N -0.135 -1.079 0.042
N -1.096 -0.400 -1.915
N -0.305 0.505 -1.604
N 1.335 0.715 0.251
O -1.067 -1.413 -0.997
O 1.413 2.025 -0.476

Summary:
- SMILES: Nn1onn/c1=N\O
- LUMO energy: -0.3 eV


ii) Density functional theory data (ωB97M-V/def2-TZVPD) for CH3N5O2 as an isolated structure.

Cartesian coordinates (Å):
C 0.072 0.291 0.080
H -1.819 2.694 -0.382
H 1.711 0.980 -1.080
H -0.983 -2.157 1.643
N -1.039 0.943 0.103
N 1.448 0.325 -0.243
N 1.984 -0.879 -0.212
N 1.005 -1.760 0.135
N -0.037 -1.080 0.505
O -0.889 2.084 -1.028
O -1.451 -1.440 0.479

Summary:
- LUMO energy: -1.0 eV


Relative energies, unit hartree: i) 0.0000; ii) 0.1266


i) Density functional theory data (ωB97M-V/def2-TZVPD) for a single C9H10 molecule.

Cartesian coordinates (Å):
C -0.744 -0.794 0.986
C -0.934 -0.728 -0.292
C 0.380 -0.103 -1.184
C 1.663 -1.131 0.559
C 0.591 -0.447 1.377
C 0.915 0.848 0.936
C 1.439 0.091 -0.224
C -2.099 -1.149 -1.075
C 0.455 2.350 1.222
H 0.642 -0.833 -2.025
H 0.024 0.775 -1.606
H 2.622 -1.128 1.222
H 1.362 -2.136 0.220
H -1.854 -1.179 -2.224
H -2.997 -0.512 -0.974
H -2.534 -2.124 -0.672
H -0.025 2.471 2.173
H -0.241 2.645 0.442
H 1.336 3.084 1.139

Summary:
- LUMO energy: 0.1 eV


ii) Density functional theory data (ωB97M-V/def2-TZVPD) for a single C9H10 molecule.

Cartesian coordinates (Å):
C 1.700 0.632 1.336
C 1.694 1.544 2.231
C 0.499 -2.799 0.109
C 0.721 -1.626 0.774
C -0.821 1.112 1.295
C 1.407 -0.338 0.345
C 0.520 1.828 1.135
C -0.008 0.732 0.081
C -0.271 0.927 -1.410
H -0.195 -3.527 0.562
H 0.712 -2.874 -0.929
H 0.257 -1.552 1.722
H -0.703 0.466 2.116
H -1.626 1.805 1.091
H 1.906 -0.309 -0.589
H 0.647 2.699 0.695
H -0.313 -0.096 -1.827
H 0.445 1.613 -1.712
H -1.243 1.440 -1.659

Summary:
- LUMO energy: 0.8 eV


Relative energies, unit hartree: i) 0.0000; ii) 0.0185